# C4H10N4

An isolated molecule of C4H10N4 at a distorted geometry (wB97M-V/def2-TZVPD, OMol25).

Results
Total charge: 0
E_LUMO: 0.99 eV
Energy above the lowest of the compared OMol25 structures with the same formula, charge and spin: 67.9 kcal per mole

Each line ends with the natural charge from an NBO analysis.
Cartesian coordinates (Å):
C 1.1010 -1.6805 -0.8648  -0.416
N 0.4424 -1.1230 0.3105  -0.547
N -0.6564 -0.1109 -0.0657  -0.257
C -1.8757 -0.4424 0.6687  -0.419
C -0.1382 1.2119 0.3138  0.010
N -0.3871 2.0863 -0.8286  -0.796
C 1.3407 1.0489 0.6230  0.249
N 2.4645 1.2315 0.8912  -0.342
H 0.4497 -1.6999 -1.7436  0.210
H 1.4117 -2.7094 -0.6647  0.199
H 1.9878 -1.1045 -1.1449  0.174
H 0.9856 -1.1895 1.1723  0.389
H -2.1902 -1.4679 0.4472  0.221
H -2.6822 0.2318 0.3584  0.211
H -1.7592 -0.3544 1.7563  0.174
H -0.6260 1.6197 1.2064  0.207
H 0.2426 2.8841 -0.7743  0.366
H -0.1109 1.5683 -1.6610  0.370

Cartesian forces (eV/Å) of the 2 atoms listed first:
0.175 0.234 0.220
-2.327 -0.492 -2.025

# C3H5NO2S

A structure of composition C3H5NO2S at a distorted geometry (wB97M-V/def2-TZVPD, OMol25).

Results
Total charge: 0
E_LUMO: -1.09 eV
Energy above the lowest of the compared OMol25 structures with the same formula, charge and spin: 146.0 kcal per mole

Each line ends with the natural charge from an NBO analysis.
Cartesian coordinates (Å):
C 0.6329 0.1966 1.3774  -0.503
C 0.4336 -1.3898 -1.5471  0.109
C -1.0751 1.1076 -0.0081  0.498
H -0.3496 0.1131 2.3106  0.278
H 1.2372 1.2902 1.7413  0.246
H 1.4518 -0.6609 1.3589  0.237
H 0.1055 -2.0488 -0.5898  0.229
H -1.2570 1.3624 -1.0679  0.156
N -0.2846 0.0515 0.1528  -0.197
O 0.4415 -0.0300 -1.2252  -0.381
O -1.6940 1.7134 0.8907  -0.557
S 0.3577 -1.7053 -3.3936  -0.117

Cartesian forces (eV/Å) of the 2 atoms listed first:
-0.679 0.191 3.028
-1.950 0.818 -3.348

# C20H48BBrO14P

A cluster of 3 separate species, C20H48BBrO14P in total at a distorted geometry (wB97M-V/def2-TZVPD, OMol25).

Results
Total charge: -1
E_LUMO: 2.39 eV

Each line ends with the Löwdin charge.
Cartesian coordinates (Å):
C 2.1254 -1.6037 -1.0656  -0.081
O 0.8970 -0.9084 -0.8871  -0.019
B 0.8400 0.0650 0.0783  -0.715
O 1.8824 0.1560 1.0206  0.078
P -0.7001 1.3305 0.2257  0.624
C 0.4103 2.6416 -0.6433  -0.296
O 1.4736 1.9654 -1.3602  -0.234
O 1.1186 1.7775 -2.7342  -0.051
C -1.7876 0.0085 1.1355  -0.289
O -3.1580 -0.0673 0.7194  -0.174
C -3.4499 -1.1800 -0.0442  -0.286
O -4.8305 -1.4516 -0.0807  -0.098
C -5.6347 -0.2932 0.0046  -0.197
C -5.4225 0.7030 -1.1236  -0.225
O -5.9760 1.9652 -0.7464  -0.067
C -2.1705 2.6749 0.3707  -0.305
C -2.4383 3.0605 1.7497  -0.827
O -2.9663 2.4332 2.6380  -0.008
Br -1.7428 4.9004 2.2358  0.515
H 2.1587 -2.4786 -0.4239  0.083
H 2.9859 -0.9690 -0.9085  0.084
H 2.1544 -1.9566 -2.0911  0.082
H 1.6203 -0.3290 1.8046  0.092
H -1.2597 0.8791 -1.0788  0.032
H -0.2067 1.8130 1.5396  0.027
H -0.0959 3.2872 -1.3548  0.081
H 0.9106 3.2534 0.1027  0.090
H 0.3130 1.2427 -2.7113  0.078
H -1.3065 -0.9589 0.9802  0.071
H -1.7726 0.1941 2.2057  0.080
H -3.1071 -1.0127 -1.0736  0.129
H -2.9559 -2.0818 0.3156  0.111
H -5.5392 0.2009 0.9639  0.122
H -6.6608 -0.6416 -0.0580  0.122
H -5.9626 0.3894 -2.0050  0.118
H -4.3667 0.8389 -1.3300  0.101
H -5.4020 2.3313 -0.0724  0.069
H -1.8750 3.5675 -0.1659  0.037
H -3.0776 2.3205 -0.1037  0.061
C 4.0279 3.1045 -3.5486  -0.099
O 4.5676 4.0515 -2.6471  -0.193
C 5.2176 3.4202 -1.5600  -0.205
C 6.1407 4.3865 -0.8567  -0.177
O 7.3945 4.5712 -1.5095  -0.133
C 7.3967 5.3836 -2.6699  -0.191
C 7.3396 6.8672 -2.3818  -0.213
O 6.0172 7.2762 -2.0872  -0.193
C 5.9756 8.5020 -1.3995  -0.119
H 3.3086 2.4582 -3.0504  0.062
H 3.5206 3.6537 -4.3396  0.090
H 4.8273 2.4982 -3.9975  0.087
H 5.8009 2.5610 -1.9154  0.128
H 4.4572 3.0647 -0.8518  0.132
H 6.3923 3.9567 0.1148  0.126
H 5.6435 5.3418 -0.6813  0.122
H 6.6048 5.0902 -3.3624  0.124
H 8.3571 5.1832 -3.1517  0.124
H 7.6882 7.4196 -3.2673  0.125
H 8.0040 7.0938 -1.5384  0.126
H 6.4894 8.4282 -0.4332  0.088
H 4.9301 8.7437 -1.2208  0.088
H 6.4315 9.3065 -1.9908  0.085
C -2.6792 -6.9070 5.4750  -0.117
O -2.5630 -7.0229 4.0777  -0.194
C -3.2009 -8.1842 3.5794  -0.212
C -3.4573 -8.0624 2.0941  -0.190
O -4.6050 -7.2971 1.7689  -0.131
C -4.4869 -5.8818 1.8749  -0.175
C -3.7311 -5.2406 0.7362  -0.196
O -2.3311 -5.3877 0.9203  -0.196
C -1.6170 -5.2145 -0.2825  -0.109
H -2.2215 -7.7637 5.9854  0.086
H -2.1597 -5.9993 5.7745  0.088
H -3.7306 -6.8262 5.7765  0.088
H -4.1563 -8.3427 4.0949  0.127
H -2.5479 -9.0500 3.7633  0.126
H -3.6722 -9.0648 1.7159  0.125
H -2.5710 -7.6910 1.5757  0.123
H -4.0603 -5.5920 2.8365  0.124
H -5.5126 -5.5107 1.8382  0.128
H -3.9684 -4.1692 0.7058  0.117
H -4.0403 -5.7021 -0.2097  0.130
H -1.9066 -5.9716 -1.0223  0.087
H -0.5589 -5.3319 -0.0572  0.086
H -1.7800 -4.2162 -0.7037  0.085

Cartesian forces (eV/Å) of the 2 atoms listed first:
-0.411 -0.222 -0.388
0.235 0.124 -0.030

# C41H63IN5O4P

A cluster of 5 separate species, C41H63IN5O4P in total at a distorted geometry (wB97M-V/def2-TZVPD, OMol25).

Results
Total charge: 0
E_LUMO: -1.69 eV

Each line ends with the Löwdin charge.
Cartesian coordinates (Å):
C 7.5472 -3.0839 2.5062  -0.157
C 6.4261 -3.4521 1.3597  -0.277
C 5.2034 -2.3140 1.2842  -0.218
C 4.0549 -2.9761 0.2996  -0.233
C 2.5395 -2.3740 0.5641  -0.226
C 1.6365 -3.3006 1.6059  -0.182
C 0.2950 -3.7483 0.7764  -0.208
C -1.0630 -3.9015 1.7136  -0.159
C -2.0580 -2.5776 1.5159  -0.002
C -2.2788 -1.5387 2.8078  -0.039
C -1.5604 -1.8400 4.2851  -0.223
C -2.4541 -3.0164 5.0173  -0.724
C -4.0771 -2.8437 4.8518  -0.220
I -2.0822 -3.0712 7.2155  0.687
C -3.2038 -0.1866 2.6762  0.014
C -3.9443 0.1196 1.2078  -0.025
C -3.7771 -0.8919 -0.1102  -0.231
P -4.6851 -0.3757 -1.7054  0.893
C -6.5442 -0.9103 -1.4897  -0.301
O -4.1476 -1.2367 -3.1170  -0.401
C -2.8314 -2.2471 0.0698  -0.068
C -2.6293 -3.3123 -1.1875  -0.158
C -4.0770 -4.0566 -1.3975  -0.130
C -4.1522 -5.5968 -0.8389  -0.300
N -5.5405 -6.2533 -0.7914  0.061
O -3.1242 -6.3572 -0.4513  -0.056
C -4.8200 1.5335 1.1661  -0.221
O -5.9811 1.6997 0.5305  -0.059
C -4.1496 2.7774 2.0622  0.026
C -3.4913 2.5032 3.4027  0.015
C -3.4185 0.9134 3.9184  -0.201
O -3.5642 0.5788 5.2025  -0.051
H 8.4411 -2.5250 1.9915  0.074
H 7.9479 -4.1083 2.9531  0.077
H 7.0796 -2.4507 3.3767  0.073
H 6.9548 -3.6026 0.3006  0.119
H 5.8932 -4.4927 1.5906  0.102
H 4.7612 -2.0467 2.3341  0.113
H 5.6775 -1.3958 0.7146  0.113
H 4.0739 -4.1606 0.2987  0.110
H 4.3439 -2.6450 -0.8056  0.111
H 2.6463 -1.2771 0.9584  0.098
H 2.0389 -2.2842 -0.5153  0.089
H 1.4068 -2.7032 2.5888  0.098
H 2.2853 -4.2424 1.9397  0.119
H 0.0110 -2.9318 -0.0468  0.078
H 0.5081 -4.7393 0.1455  0.131
H -0.7177 -4.0598 2.8214  0.091
H -1.6770 -4.8771 1.4194  0.114
H -1.4127 -0.8738 4.9305  0.100
H -0.4609 -2.2107 4.0050  0.101
H -2.1754 -4.0508 4.4954  0.093
H -4.4648 -3.0319 3.7383  0.091
H -4.5153 -1.8493 5.3121  0.079
H -4.5715 -3.7251 5.4878  0.072
H -7.1400 -0.1990 -2.2390  0.064
H -6.9620 -0.6830 -0.4178  0.057
H -6.7257 -2.0264 -1.8080  0.035
H -4.8320 -1.9405 -3.3854  0.059
H -1.8373 -4.1480 -0.9770  0.101
H -2.2406 -2.7377 -2.1591  0.123
H -4.4434 -3.9567 -2.5292  0.124
H -4.8805 -3.4367 -0.7704  0.113
H -5.7442 -6.4857 0.2063  0.094
H -6.2474 -5.5951 -1.1996  0.074
H -4.1528 3.8921 1.7078  0.117
H -2.9979 3.3373 4.0635  0.105
C 1.3509 3.2166 -0.5260  -0.113
C 2.5632 2.3197 -0.2964  -0.268
C 2.6045 1.1205 -1.2456  -0.173
C 1.3675 0.2610 -1.0411  -0.148
N 0.3414 -0.4519 -0.8715  0.144
H 0.4130 2.6844 -0.3388  0.068
H 1.3785 4.0741 0.1538  0.046
H 1.3330 3.5967 -1.5540  0.077
H 2.5543 1.9709 0.7435  0.109
H 3.4745 2.9131 -0.4293  0.113
H 3.4974 0.5175 -1.0503  0.109
H 2.6423 1.4557 -2.2877  0.118
C 0.4351 6.2295 6.2505  -0.114
C -0.4753 5.0557 5.9038  -0.280
C 0.1803 4.0561 4.9489  -0.195
C 0.5330 4.7491 3.6428  -0.153
N 0.8255 5.3240 2.5593  0.113
H 0.6885 6.8200 5.3645  0.071
H -0.0634 6.9014 6.9563  0.074
H 1.3667 5.8809 6.7111  0.079
H -1.4000 5.4434 5.4591  0.108
H -0.7547 4.5377 6.8278  0.112
H -0.5061 3.2281 4.7426  0.096
H 1.0908 3.6396 5.3933  0.118
C -0.3349 -0.0191 -4.2690  -0.116
C -1.3505 1.1133 -4.3837  -0.269
C -1.2752 1.8464 -5.7245  -0.190
C 0.1034 2.4634 -5.8956  -0.142
N 1.2470 2.9753 -6.0376  0.125
H 0.6931 0.3528 -4.3226  0.064
H -0.4446 -0.5319 -3.3082  0.035
H -0.4774 -0.7564 -5.0675  0.078
H -1.1860 1.8217 -3.5626  0.112
H -2.3578 0.7015 -4.2569  0.093
H -2.0307 2.6382 -5.7625  0.113
H -1.4660 1.1550 -6.5524  0.116
C 3.6463 5.1081 -6.6208  -0.143
C 5.0440 5.4655 -7.1161  -0.282
C 5.8957 4.2347 -7.4333  -0.199
C 6.0675 3.3924 -6.1796  -0.168
N 6.2101 2.6937 -5.1397  0.094
H 3.6813 4.5476 -5.6814  0.056
H 3.0652 6.0169 -6.4347  0.073
H 3.1092 4.5057 -7.3625  0.058
H 5.5439 6.0779 -6.3557  0.110
H 4.9549 6.0812 -8.0179  0.107
H 6.8814 4.5436 -7.7967  0.110
H 5.4210 3.6287 -8.2125  0.115

Cartesian forces (eV/Å) of the 2 atoms listed first:
-0.051 -0.895 -0.470
-0.556 -0.041 0.457

# C6H6N3O4P

The ion C6H6N3O4P with charge -2 at a distorted geometry (wB97M-V/def2-TZVPD, OMol25).

Results
Total charge: -2
E_LUMO: 6.16 eV
Energy above the lowest of the compared OMol25 structures with the same formula, charge and spin: 4.5 kcal per mole

Each line ends with the natural charge from an NBO analysis.
Cartesian coordinates (Å):
C 0.8254 -0.5628 -0.3259  -0.485
C -0.3700 0.1879 0.1472  0.233
C 1.7847 -0.9436 0.5666  0.372
C 0.6547 -0.0569 2.3404  0.758
C 0.1704 2.1725 1.5871  -0.136
C -2.1175 1.1022 -1.1470  -0.623
N 1.6690 -0.7828 1.8985  -0.706
N -0.0484 0.8732 1.4145  -0.472
N 3.0761 -1.5522 0.2554  -0.857
O -3.9771 0.1114 -2.9665  -1.143
O -1.8627 -1.2532 -2.5935  -1.123
O 0.3387 -0.1382 3.5267  -0.684
O -0.7450 1.1756 -0.7587  -0.567
P -2.5838 0.0208 -2.4665  2.041
H 1.0381 -0.7879 -1.3697  0.203
H -1.3843 -0.3527 0.3655  0.179
H -0.2237 2.6391 0.5978  0.109
H -2.4309 2.1498 -1.1635  0.177
H 3.0703 -2.3883 0.8495  0.371
H 3.1160 -1.6138 -0.7580  0.353

Cartesian forces (eV/Å) of the 2 atoms listed first:
1.562 -0.875 -0.183
-2.121 -0.172 -0.174

| no. | gap between HOMO and LUMO (eV) |
| --- | --- |
| 1 | 9.8397 |
| 2 | 8.1416 |
| 3 | 6.6631 |
| 4 | 6.6287 |
| 5 | 6.6749 |